1.
# C32H26Cl3MgN4O4S4

C32H26Cl3MgN4O4S4 as an isolated structure (ωB97M-V/def2-TZVPD, the OMol25 dataset).

As for the net charge: -1. Its energy relative to the best compared isomer or geometry (same formula, charge and spin) is 21.7 kcal/mol. Its HOMO energy is -3.181 eV.

Last column: Mulliken charge in e.
Geometry (Å):
Mg: -0.46036 -1.48984 1.07479  0.690
C: 1.36603 -4.58997 -0.89496  -0.304
C: 0.96839 -3.98295 -2.08091  -0.437
C: -0.37653 -3.95351 -2.42843  -0.327
C: -1.32501 -4.53887 -1.59723  -0.335
C: -0.92814 -5.15460 -0.41683  -0.401
C: 0.41643 -5.17757 -0.06384  -0.519
H: 2.41639 -4.62129 -0.62368  0.426
H: 1.70409 -3.52160 -2.72942  0.330
H: -0.68666 -3.46750 -3.34690  0.384
H: -2.37574 -4.50833 -1.86282  0.446
H: -1.66639 -5.61611 0.22964  0.367
H: 0.72461 -5.66375 0.85562  0.396
S: -0.91848 0.69445 1.60057  -0.771
S: 1.21256 -1.91004 5.09772  -0.208
C: 2.01380 -0.62899 4.28335  0.050
C: 1.85120 -0.76311 2.95116  -0.666
N: 1.14779 -1.89658 2.56377  -0.258
C: 0.74415 -2.57921 3.60182  -0.123
H: 2.49249 0.17395 4.82648  0.312
H: 2.20751 -0.07511 2.19868  0.338
H: 0.13183 -3.47331 3.53634  0.401
Cl: 3.80275 2.64163 4.49734  -0.242
C: 3.46813 2.77736 2.79311  0.497
C: 2.20516 2.50421 2.31605  -1.631
C: 1.97220 2.60094 0.94805  1.190
C: 2.97320 2.95406 0.05402  -0.291
C: 2.75119 3.06391 -1.43543  -0.328
C: 1.57792 2.26492 -2.02068  -0.739
N: 1.57990 0.87436 -1.60637  0.348
C: 2.65926 0.00502 -1.54267  -0.516
C: 2.17553 -1.12114 -0.95182  -1.108
N: 0.82796 -0.96939 -0.67525  0.175
C: 0.51061 0.24233 -1.08458  -0.762
O: 2.67488 4.41730 -1.88765  -0.533
C: 1.78063 5.25768 -1.17151  -0.917
C: 0.32372 4.98646 -1.44220  -0.145
C: -0.25812 5.00308 -2.66874  1.169
Cl: 0.48551 5.39706 -4.16357  -0.223
S: -1.91615 4.56180 -2.61857  -0.224
C: -1.85793 4.35863 -0.91925  -0.480
C: -0.62198 4.62186 -0.43119  -0.426
C: 4.24440 3.20652 0.58372  0.574
Cl: 5.58008 3.64274 -0.45746  -0.246
C: 4.50387 3.12631 1.93665  -0.782
H: 1.40896 2.15001 2.96387  0.746
H: 0.97831 2.31418 0.60614  -0.084
H: 3.64862 2.68890 -1.91649  0.711
H: 1.65650 2.35532 -3.10327  0.146
H: 0.61414 2.66477 -1.71960  -0.056
H: 3.64771 0.27078 -1.88521  0.486
H: 2.70759 -2.02434 -0.68723  0.613
H: -0.45555 0.71424 -0.95879  0.634
H: 2.04091 6.27241 -1.46309  0.485
H: 1.95590 5.16016 -0.09944  0.301
H: -2.74106 4.03440 -0.38236  0.483
H: -0.36546 4.52826 0.62015  0.317
H: 5.49663 3.32501 2.31853  0.443
O: -6.04751 -2.71144 2.88322  -0.685
S: -5.33669 -3.37822 1.82988  1.195
O: -5.87764 -4.62494 1.34983  -0.686
N: -3.75964 -3.53565 2.19942  -0.665
C: -2.99496 -2.88618 1.35032  0.348
O: -1.71617 -2.89111 1.40475  -0.109
C: -3.74244 -2.19202 0.23941  0.801
C: -3.23836 -1.53096 -0.86684  0.295
C: -4.13771 -0.95521 -1.75530  -1.272
C: -5.51006 -1.04563 -1.53781  -0.427
C: -6.01449 -1.74065 -0.44401  -0.679
C: -5.10344 -2.30902 0.42228  -0.237
H: -2.17148 -1.48812 -1.05381  0.523
H: -3.77092 -0.42419 -2.62682  0.428
H: -6.19357 -0.57589 -2.23542  0.386
H: -7.08081 -1.83867 -0.27920  0.409

=====

2.
# C6H13FSi

A 2-piece molecular cluster, C6H13FSi overall (ωB97M-V/def2-TZVPD, the OMol25 dataset).

Its energy relative to the best compared isomer or geometry (same formula, charge and spin) is 130.5 kcal/mol. Its HOMO energy (alpha / beta) is -7.563 / -7.888 eV.

Last column: Mulliken charge in e.
Geometry (Å):
C: -0.97240 -0.24642 -2.57319  -0.474
C: -1.20016 -0.57673 -1.31197  -0.499
C: 3.19546 -0.49626 -0.35794  -0.733
C: -1.58396 0.84455 2.92660  -1.098
C: 2.31784 -1.44102 -1.01809  -0.494
C: -2.12823 0.95539 1.54879  -0.506
F: -0.31736 1.87545 -0.48865  -0.381
Si: -0.79727 0.35159 0.19284  0.435
H: -0.89591 -1.05255 -3.32191  0.244
H: -0.77783 0.74215 -2.91533  0.298
H: -1.42494 -1.61740 -1.19126  0.386
H: 4.04394 -0.93727 0.06929  0.339
H: 3.64593 0.06832 -1.26608  0.234
H: 2.63248 0.31465 -0.02120  0.256
H: -0.70862 1.48609 2.97735  0.294
H: -2.21900 1.39766 3.62844  0.331
H: -1.25933 -0.19735 3.07765  0.307
H: 1.21048 -1.40551 -1.10809  0.125
H: 2.85976 -2.27997 -1.54382  0.250
H: -2.71379 1.94899 1.35566  0.348
H: -2.90711 0.26562 1.34094  0.338

=====

3.
# C3H8N3O

An isolated ion of composition C3H8N3O and charge +1 (ωB97M-V/def2-TZVPD, the OMol25 dataset).

As for the net charge: +1. The SMILES is N[C@H]1[NH+]=CNCO1. Its energy relative to the best compared isomer or geometry (same formula, charge and spin) is 28.7 kcal/mol. Its HOMO energy is -14.301 eV.

Last column: Mulliken charge in e.
Geometry (Å):
C: 1.02441 -1.18692 -0.16401  -0.057
C: 1.13032 1.16611 0.07967  -0.354
C: -0.99419 0.13422 0.29132  0.139
N: 1.75651 -0.14236 -0.25001  -0.116
N: -0.28833 -1.13478 0.08010  -0.164
N: -2.26070 -0.04010 -0.29560  -0.586
O: -0.19752 1.10091 -0.35145  -0.410
H: 1.25731 -2.19816 -0.46019  0.414
H: 1.14127 1.31040 1.19866  0.337
H: 1.64079 2.06730 -0.40441  0.310
H: -0.89027 0.32164 1.36657  0.354
H: 2.79856 -0.03702 -0.26449  0.297
H: -0.86062 -1.91295 -0.15826  0.275
H: -3.04181 -0.17660 0.41229  0.284
H: -2.28917 0.62669 -1.15730  0.277

=====

4.
# C51H78O51

A 17-piece molecular cluster, C51H78O51 overall (ωB97M-V/def2-TZVPD, the OMol25 dataset).

Its HOMO energy is -10.195 eV.

Last column: Mulliken charge in e.
Geometry (Å):
C: 0.09719 -7.18637 -0.30424  -0.530
C: 0.93220 -6.04250 -0.81919  -0.321
O: 0.21733 -4.90402 -0.45214  -0.025
C: -0.97567 -5.25818 -0.03153  0.541
O: -1.87700 -4.51286 0.09295  -0.538
O: -1.07499 -6.52619 0.11775  -0.419
H: 0.53437 -7.81813 0.46897  0.280
H: -0.33298 -7.84895 -1.05525  0.295
H: 1.06088 -6.12854 -1.89814  0.252
H: 1.89903 -6.02290 -0.31624  0.374
C: -3.62653 -2.80437 3.23935  -0.235
C: -2.75511 -1.58237 3.41115  0.570
O: -3.11375 -0.83936 2.27745  -0.193
C: -3.97802 -1.44170 1.50038  0.490
O: -4.41947 -1.03152 0.48335  -0.498
O: -4.30425 -2.62426 2.05087  -0.403
H: -4.19236 -2.82956 4.17064  0.231
H: -3.10886 -3.76238 3.19103  0.216
H: -1.69869 -1.84090 3.48355  -0.442
H: -3.03645 -1.11292 4.35378  0.450
C: -6.14936 4.02646 -2.72678  -0.548
C: -6.36398 4.88242 -1.44761  -0.290
O: -5.93303 3.98131 -0.50871  -0.416
C: -5.08372 3.00139 -1.02954  0.558
O: -4.47593 2.22563 -0.31888  -0.492
O: -5.22643 3.04046 -2.37574  0.083
H: -5.66952 4.67733 -3.45768  0.236
H: -7.15163 3.71145 -3.01717  0.393
H: -7.38793 5.23722 -1.33046  0.347
H: -5.74122 5.77680 -1.46687  0.149
C: -2.43949 -4.34591 -3.15606  0.541
C: -3.82513 -4.84646 -2.68980  -0.214
O: -3.73222 -6.23172 -2.74754  -0.322
C: -2.50423 -6.60275 -2.91588  0.461
O: -2.12803 -7.80951 -2.80897  -0.681
O: -1.67149 -5.57997 -3.26658  -0.343
H: -1.95558 -3.69398 -2.42880  -0.414
H: -2.61414 -3.86458 -4.11832  0.453
H: -4.65201 -4.67308 -3.37850  0.343
H: -3.93087 -4.46284 -1.67503  0.289
C: -1.34967 1.62758 -2.78759  1.203
C: -2.04997 1.85431 -4.07444  0.015
O: -1.81224 0.66458 -4.79361  -0.387
C: -1.80604 -0.32334 -3.92504  0.168
O: -1.72058 -1.52529 -4.22302  -0.631
O: -1.73316 0.23918 -2.72731  0.521
H: -1.70020 2.19358 -1.92453  -0.974
H: -0.27844 1.82745 -2.76310  -0.275
H: -1.58255 2.67878 -4.61284  0.128
H: -3.11485 2.06955 -3.98607  -0.025
C: 0.73698 -1.70440 -0.42554  -0.080
C: -0.47708 -1.49386 0.44573  1.076
O: -0.65929 -0.11226 0.36719  0.558
C: 0.36082 0.54836 -0.21065  0.056
O: 0.49438 1.80090 -0.29428  -0.471
O: 1.19482 -0.31602 -0.66278  -0.370
H: 0.35496 -2.20729 -1.31394  -0.060
H: 1.56656 -2.29897 -0.04292  0.407
H: -0.40347 -1.86036 1.46962  -0.928
H: -1.24049 -2.05017 -0.09818  -0.253
C: 2.70031 -0.55341 -3.95120  0.897
C: 3.85932 -1.20065 -3.25676  0.620
O: 3.66121 -2.54399 -3.46183  -0.386
C: 2.51757 -2.76789 -4.18329  0.466
O: 1.97454 -3.84699 -4.39266  -0.597
O: 2.09288 -1.63944 -4.64629  -0.367
H: 3.12687 0.22118 -4.58851  0.176
H: 2.00356 -0.11382 -3.23747  -0.374
H: 3.92008 -1.01589 -2.18425  -0.402
H: 4.82560 -0.86381 -3.63219  0.005
C: -5.29662 -1.71008 -3.20448  0.188
C: -5.32721 -0.27582 -2.74560  0.424
O: -5.24125 0.40887 -3.96422  -0.344
C: -5.27840 -0.32914 -4.99035  0.709
O: -5.20468 0.09177 -6.14775  -0.651
O: -5.35800 -1.62592 -4.61321  -0.356
H: -6.19901 -2.24375 -2.90617  0.380
H: -4.42638 -2.24373 -2.82239  -0.393
H: -4.46995 -0.07025 -2.10456  -0.407
H: -6.25464 0.07250 -2.29102  0.500
C: -2.13513 7.75939 -3.68411  -0.490
C: -1.84896 6.77834 -4.89576  -0.183
O: -2.25235 5.53750 -4.32665  -0.283
C: -2.55121 5.72131 -3.03698  0.244
O: -2.84468 4.73748 -2.28081  0.024
O: -2.56413 6.95817 -2.63901  -0.324
H: -2.86404 8.46788 -4.07762  0.307
H: -1.25598 8.33945 -3.40354  0.340
H: -0.77145 6.69694 -5.03871  0.079
H: -2.41322 6.93477 -5.81513  0.359
C: -2.36309 3.06631 1.68073  0.060
C: -2.28037 4.21429 0.68683  0.721
O: -0.98780 4.71646 1.14781  -0.401
C: -0.40275 3.95963 2.02671  0.481
O: 0.74203 4.09836 2.39049  -0.590
O: -1.27806 3.09770 2.48659  -0.247
H: -2.33650 2.17437 1.05477  -0.155
H: -3.35278 3.17122 2.12525  0.426
H: -3.09889 4.90005 0.90561  0.434
H: -2.25589 3.81549 -0.32730  -0.829
C: 3.52995 -5.68895 3.87342  -0.254
C: 2.71910 -6.19481 5.03207  -0.493
O: 1.61632 -5.34578 5.05059  -0.302
C: 1.52675 -4.61632 3.95339  0.296
O: 0.55481 -3.89224 3.59476  -0.252
O: 2.62626 -4.89425 3.16381  -0.145
H: 3.88315 -6.62043 3.43103  0.291
H: 4.45656 -5.19681 4.16883  0.275
H: 3.14949 -6.10017 6.02903  0.300
H: 2.40234 -7.22429 4.86497  0.256
C: 3.92420 1.90894 2.18998  0.313
C: 4.24131 1.28658 0.90860  0.113
O: 3.89476 -0.05289 1.04823  -0.082
C: 3.99557 -0.37456 2.24569  0.688
O: 3.97842 -1.52279 2.66224  -0.702
O: 4.08246 0.74359 2.99846  -0.377
H: 2.92644 2.34433 2.24455  -0.086
H: 4.65017 2.67432 2.46434  0.253
H: 5.26217 1.32146 0.52818  0.169
H: 3.67733 1.82952 0.15016  -0.294
C: -4.39586 -2.98505 9.89806  -0.676
O: -4.11755 -3.46227 8.62194  -0.318
C: -2.90499 -3.20991 8.07878  0.700
O: -1.96179 -2.60526 8.62404  -0.573
O: -2.77058 -3.82755 6.88583  -0.350
C: -1.54857 -3.66708 6.07464  -0.558
H: -4.58090 -1.92353 9.73362  0.299
H: -3.74429 -3.11332 10.76242  0.301
H: -5.26969 -3.50346 10.29273  0.261
H: -0.74073 -4.27903 6.47590  0.528
H: -1.15186 -2.65606 5.98220  0.311
H: -1.81886 -4.17205 5.14725  0.057
C: 1.24813 2.63753 7.90764  -0.744
O: 1.58844 2.15248 6.70160  -0.266
C: 1.15066 1.01497 6.32827  0.689
O: 0.57264 0.15780 6.98602  -0.600
O: 1.47566 0.92530 5.01208  -0.073
C: 1.04825 -0.27573 4.38073  -0.114
H: 1.60339 3.65249 8.08579  0.254
H: 1.71920 2.06100 8.70377  0.310
H: 0.18845 2.69199 8.15707  0.308
H: 0.23613 -0.06356 3.68536  0.145
H: 0.76074 -1.09897 5.03473  0.226
H: 1.93021 -0.67186 3.87745  -0.158
C: 6.62401 -3.32762 1.44812  -0.655
O: 6.88208 -1.95687 1.09592  -0.324
C: 6.95751 -1.67196 -0.22943  0.907
O: 6.99182 -2.45993 -1.13828  -0.590
O: 6.95598 -0.35223 -0.43182  -0.269
C: 7.20903 0.17813 -1.73593  -0.490
H: 5.65851 -3.63637 1.04738  0.241
H: 6.59415 -3.34336 2.53760  0.191
H: 7.41542 -3.99210 1.10139  0.425
H: 6.76679 -0.48557 -2.47890  0.235
H: 8.27843 0.17620 -1.94680  0.362
H: 6.75127 1.16524 -1.80051  0.055
C: 4.09133 5.38556 0.55945  -0.606
O: 4.77250 4.55125 -0.35728  -0.301
C: 4.58065 4.47879 -1.69109  0.727
O: 4.09119 5.35158 -2.35429  -0.544
O: 5.01965 3.29790 -2.12529  -0.230
C: 4.56806 2.72629 -3.34407  -0.678
H: 3.02239 5.51806 0.39237  0.239
H: 4.52163 6.38691 0.57572  0.371
H: 4.18850 4.94911 1.55352  0.196
H: 4.27645 3.37512 -4.16994  0.467
H: 3.74951 2.03790 -3.13384  -0.041
H: 5.30439 2.05564 -3.78697  0.424
C: 0.49779 4.37985 -2.38095  0.105
O: 0.68011 3.82881 -3.64408  0.377
C: 1.44140 4.41255 -4.55438  0.170
O: 1.72086 5.57433 -4.56957  -0.594
O: 1.81215 3.44714 -5.36644  0.017
C: 2.57142 3.78151 -6.57353  -0.934
H: 1.24281 4.22665 -1.60019  0.015
H: -0.38480 3.86114 -2.00668  -0.474
H: 0.27690 5.44671 -2.34734  0.377
H: 2.18564 4.62778 -7.14196  0.330
H: 2.56967 2.97411 -7.30578  0.257
H: 3.59900 4.02950 -6.30768  0.344